1.
# C18H41N2OP3SYb

A structure of composition C18H41N2OP3SYb in a non-equilibrium geometry (the ωB97M-V functional and the def2-TZVPD basis, the Open Molecules 2025 dataset).

## Properties
Strongest force on any atom = 4.31 eV Å⁻¹
Total charge = +3
Spin multiplicity = 2
⟨S²⟩ = 0.75
Energy relative to the best compared isomer or geometry (same formula, charge and spin) = 28.86 kcal per mole

Atoms and positions in Å:
Yb1 -0.60400 -0.25675 -0.98461
P1 1.88628 1.18552 0.13902
P2 -2.07712 2.17026 -0.25853
P3 0.69530 1.78574 -2.65652
H1 0.05140 -5.12806 -0.52088
C1 0.99685 -5.00859 -1.06676
C2 2.08374 -4.44608 -0.50927
H2 2.05896 -4.01701 0.49946
C3 2.25258 0.36904 1.73894
C4 1.86173 2.92267 0.74314
C5 3.60129 1.11726 -0.52839
C6 -3.68649 1.66276 -0.98820
C7 -2.68706 2.48268 1.44631
C8 -2.05622 3.91515 -0.83958
C9 1.82956 0.73285 -3.63868
C10 1.56328 3.38052 -2.85002
C11 -0.62468 2.06483 -3.90528
H3 1.01437 -5.41502 -2.08561
H4 3.03347 -4.36241 -1.04866
H5 2.51704 -0.68127 1.55872
H6 1.39996 0.39671 2.43225
H7 3.11111 0.88247 2.19370
H8 0.98334 3.06675 1.38701
H9 1.80158 3.63016 -0.09292
H10 2.77686 3.11096 1.32169
H11 3.81952 0.08250 -0.82749
H12 4.30007 1.41545 0.26592
H13 3.73815 1.76934 -1.39998
H14 -4.42480 2.44763 -0.76931
H15 -4.02050 0.71221 -0.54684
H16 -3.59529 1.53076 -2.07562
H17 -3.57765 3.12512 1.39088
H18 -1.91364 2.99362 2.03668
H19 -2.95975 1.54680 1.95416
H20 -3.06584 4.33472 -0.71899
H21 -1.75319 4.00430 -1.89104
H22 -1.34980 4.49728 -0.23278
H23 1.73276 1.03232 -4.68910
H24 1.56563 -0.32950 -3.54590
H25 2.86548 0.87672 -3.31108
H26 1.61005 3.59213 -3.92580
H27 2.58066 3.35504 -2.44115
H28 0.99784 4.17746 -2.35174
H29 -0.13056 2.07475 -4.88860
H30 -1.10843 3.03656 -3.72608
H31 -1.38303 1.26804 -3.88979
C12 -1.05063 -2.55252 -4.41019
C13 -2.01472 -2.44830 -5.43414
C14 -1.92224 -3.23856 -6.57615
C15 -0.88192 -4.16293 -6.71802
C16 0.04742 -4.30555 -5.68273
C17 -0.01907 -3.49847 -4.54441
S1 -1.14714 -1.47054 -3.04623
H32 -0.67331 -2.14687 -1.84252
H33 -2.81051 -1.71273 -5.32613
H34 -2.66666 -3.12655 -7.36150
H35 -0.80826 -4.76548 -7.62722
H36 0.84162 -5.04766 -5.77274
H37 0.73300 -3.57986 -3.75845
N1 -0.60387 -2.64130 2.66787
C18 -0.73281 -1.40020 2.17505
N2 -0.67320 -0.33881 3.02477
O1 -0.83802 -1.23025 0.92004
H38 -0.55016 -2.84506 3.65803
H39 -0.67743 -3.39647 1.99972
H40 -1.01486 0.55712 2.68121
H41 -0.66738 -0.50968 4.02566

Which charges does Löwdin predict for the atoms? In e, they are: 1.16, 0.69, 0.71, 0.64, 0.05, -0.08, -0.07, 0.04, -0.29, -0.25, -0.25, -0.28, -0.27, -0.24, -0.26, -0.24, -0.28, 0.05, 0.06, 0.05, 0.02, 0.06, 0.04, 0.03, 0.07, 0.06, 0.07, 0.03, 0.07, 0.05, 0.04, 0.07, 0.05, 0.04, 0.07, 0.03, 0.06, 0.06, 0.02, 0.04, 0.08, 0.05, 0.05, 0.06, 0.04, 0.01, -0.56, -0.08, -0.03, -0.01, -0.03, -0.08, 0.80, -0.07, 0.12, 0.13, 0.14, 0.13, 0.10, 0.24, -0.56, 0.20, -0.21, 0.15, 0.14, 0.10, 0.15



2.
# C18H41N2P3PdS2

A structure of composition C18H41N2P3PdS2 in a non-equilibrium geometry (the ωB97M-V functional and the def2-TZVPD basis, the Open Molecules 2025 dataset).

## Properties
Strongest force on any atom = 4.00 eV Å⁻¹
Total charge = +4
Spin multiplicity = 5
⟨S²⟩ = 6.05
Energy relative to the best compared isomer or geometry (same formula, charge and spin) = 0.00 kcal per mole

Atoms and positions in Å:
Pd1 -0.47165 0.74655 -0.24684
P1 -2.49735 0.10035 0.71680
P2 0.61754 0.77071 1.92402
P3 -1.02399 -0.18001 -2.28671
H1 3.82906 -2.34169 -2.41765
C1 3.04141 -1.59327 -2.57364
C2 3.36022 -0.14874 -2.45167
H2 4.42741 0.10116 -2.48913
C3 -2.72901 -1.67886 1.06744
C4 -2.92470 0.92071 2.28861
C5 -3.87651 0.59649 -0.37003
C6 2.42241 1.00289 2.12917
C7 0.00529 2.13131 3.00686
C8 0.38735 -0.71778 2.99411
C9 0.13848 -0.64699 -3.59884
C10 -1.84439 1.19666 -3.13074
C11 -2.06380 -1.68433 -2.38669
H3 2.29397 -1.88832 -3.31234
H4 2.68732 0.60381 -2.89385
H5 -3.67799 -1.81722 1.60398
H6 -1.91226 -2.05815 1.69438
H7 -2.75586 -2.25648 0.13621
H8 -4.00758 0.83006 2.45032
H9 -2.65809 1.98406 2.23475
H10 -2.40819 0.45261 3.13609
H11 -4.81940 0.43545 0.16840
H12 -3.88135 0.00226 -1.28964
H13 -3.78045 1.66158 -0.61656
H14 2.60144 1.68147 2.97583
H15 2.85751 1.43762 1.22515
H16 2.91746 0.04420 2.32986
H17 -0.71208 1.76311 3.74913
H18 -0.47477 2.90004 2.38932
H19 0.84855 2.58811 3.54026
H20 0.89010 -0.56503 3.96140
H21 0.85762 -1.57083 2.48816
H22 -0.66814 -0.94784 3.18015
H23 -0.32935 -1.24736 -4.39367
H24 0.87185 -1.26697 -3.09060
H25 0.63220 0.23015 -4.03047
H26 -2.71670 0.81586 -3.66973
H27 -1.11036 1.60654 -3.83296
H28 -2.10770 1.98590 -2.42009
H29 -2.06851 -2.05194 -3.42156
H30 -3.09391 -1.51050 -2.07679
H31 -1.62985 -2.46813 -1.75540
C12 3.66395 -1.94731 0.00008
C13 3.33898 -3.37586 -0.25391
C14 3.26676 -4.04910 1.07413
C15 4.20631 -3.70918 2.01195
C16 4.98880 -2.53155 1.88681
C17 4.66243 -1.59865 0.88655
S1 2.60480 -0.99051 -0.91610
H32 2.39885 -3.31027 -0.81270
H33 4.11437 -3.87853 -0.86445
H34 2.53874 -4.85585 1.18181
H35 4.38427 -4.36393 2.87025
H36 5.77426 -2.31035 2.61698
H37 5.09592 -0.59842 0.84260
N1 -3.81381 4.24512 0.40876
C18 -2.70542 4.39540 -0.36103
N2 -2.84442 5.25786 -1.39821
S2 -1.21888 3.60150 -0.11266
H38 -4.55281 4.94106 0.35410
H39 -3.75239 3.69733 1.26551
H40 -2.00824 5.47673 -1.92557
H41 -3.58570 5.95528 -1.38967

Which charges does Löwdin predict for the atoms? In e, they are: 0.29, 0.72, 0.79, 0.77, 0.12, -0.29, -0.16, 0.13, -0.19, -0.24, -0.22, -0.23, -0.23, -0.22, -0.23, -0.21, -0.21, 0.09, 0.09, 0.09, 0.05, 0.04, 0.08, 0.02, 0.05, 0.09, 0.03, 0.03, 0.07, 0.05, 0.05, 0.06, -0.02, 0.07, 0.09, 0.05, 0.03, 0.10, -0.02, 0.07, 0.09, 0.07, 0.00, 0.08, 0.04, 0.07, -0.54, -0.21, -0.01, -0.04, 0.00, -0.06, 1.08, 0.10, 0.17, 0.13, 0.14, 0.14, 0.13, 0.17, -0.77, 0.19, 0.87, 0.16, 0.11, 0.13, 0.16



3.
# C18H41N6O6S

A cluster of 5 separate species, C18H41N6O6S in total in a non-equilibrium geometry (the ωB97M-V functional and the def2-TZVPD basis, the Open Molecules 2025 dataset).

## Properties
Strongest force on any atom = 6.55 eV Å⁻¹
Total charge = -1

Atoms and positions in Å:
C1 0.08990 -2.74831 -0.03652
C2 0.46024 -1.56680 -1.08839
C3 2.01676 -1.17104 -0.85049
C4 2.14217 0.08903 0.18450
N1 3.51397 0.67443 -0.03758
N2 4.35580 0.42963 1.05333
C5 5.49325 -0.48659 0.71600
S1 5.33068 -1.97384 1.87380
C6 5.47738 -1.06044 -0.78953
O1 5.64236 -0.37177 -1.85549
O2 5.31682 -2.44275 -0.95220
H1 -0.54774 -3.54326 -0.57851
H2 -0.49035 -2.28044 0.84934
H3 1.03089 -3.24812 0.40850
H4 -0.18650 -0.64020 -0.93978
H5 0.32149 -1.95459 -2.15606
H6 2.53079 -0.85932 -1.82953
H7 2.62881 -2.01333 -0.37083
H8 2.00197 -0.32061 1.25543
H9 1.30338 0.82474 -0.08780
H10 3.44241 1.68928 -0.23900
H11 4.79554 1.33202 1.32888
H12 6.50048 0.02908 0.89147
H13 4.03163 -2.45067 1.64205
C7 -3.95791 -2.02790 -0.76034
C8 -3.40350 -0.63652 -0.62050
O3 -2.59435 -0.17673 -1.41218
N3 -3.82943 0.12003 0.42984
C9 -4.77327 -0.23707 1.46655
H14 -3.52470 -2.50289 -1.64121
H15 -3.69904 -2.62585 0.11642
H16 -5.04259 -1.99003 -0.88657
H17 -3.41278 1.03940 0.45552
H18 -5.60122 0.47556 1.43718
H19 -4.26851 -0.15605 2.43223
H20 -5.15978 -1.24655 1.34364
C10 -0.33976 -2.84880 4.27423
C11 0.98008 -2.41495 3.69523
O4 1.07089 -1.48281 2.90965
N4 2.09856 -3.09585 4.06986
C12 2.20210 -4.21710 4.97637
H21 -1.13377 -2.21249 3.88137
H22 -0.55354 -3.88204 3.99086
H23 -0.32446 -2.74971 5.36217
H24 2.94473 -2.74464 3.63942
H25 2.86854 -3.93538 5.79527
H26 2.64141 -5.05728 4.43322
H27 1.23610 -4.51269 5.38085
C13 1.47938 2.10703 -4.73297
C14 2.41996 1.62473 -3.66045
O5 2.03877 1.35574 -2.53181
N5 3.73679 1.48767 -3.97455
C15 4.38646 1.74931 -5.23801
H28 0.46785 2.16334 -4.32857
H29 1.77246 3.10425 -5.07017
H30 1.47666 1.40874 -5.57312
H31 4.30424 1.15673 -3.19902
H32 4.86144 0.82536 -5.57640
H33 5.15705 2.50738 -5.07664
H34 3.68916 2.09772 -5.99778
C16 -7.12337 4.58707 0.03637
C17 -6.15715 4.10680 1.08489
O6 -6.51690 3.82263 2.22014
N6 -4.84554 3.99143 0.73946
C18 -4.22725 4.27514 -0.53890
H35 -8.12727 4.62685 0.46056
H36 -6.84934 5.59072 -0.29641
H37 -7.13354 3.89699 -0.81025
H38 -4.25960 3.66406 1.49450
H39 -3.74662 3.36210 -0.89791
H40 -3.46463 5.04248 -0.38769
H41 -4.94652 4.62026 -1.27841

Which charges does Löwdin predict for the atoms? In e, they are: -0.14, -0.23, -0.19, -0.19, -0.12, -0.14, -0.52, 0.63, -0.60, -0.13, -0.26, 0.06, 0.06, 0.07, 0.08, 0.10, 0.10, 0.08, 0.09, 0.10, 0.11, 0.11, 0.11, -0.14, -0.01, -0.55, 0.03, 0.00, -0.08, 0.09, 0.08, 0.08, 0.13, 0.08, 0.08, 0.07, -0.02, -0.54, 0.02, 0.02, -0.08, 0.08, 0.08, 0.08, 0.10, 0.08, 0.08, 0.07, -0.02, -0.54, 0.03, 0.03, -0.09, 0.08, 0.08, 0.08, 0.12, 0.09, 0.08, 0.07, -0.02, -0.56, 0.02, 0.00, -0.07, 0.08, 0.08, 0.08, 0.14, 0.08, 0.09, 0.07



| no. | DFT total energy (a.u.) |
| --- | --- |
| 1 | -3475.22140 |
| 2 | -2766.63821 |
| 3 | -1888.58766 |